{
  "formula": "C21H82Cl4N2O29P",
  "method": "wB97M-V/def2-TZVPD",
  "symbols": ["H", "N", "H", "O", "O", "H", "H", "C", "C", "H", "H", "H", "H", "H", "H", "O", "H", "H", "O", "H", "Cl", "H", "Cl", "O", "H", "C", "H", "O", "H", "H", "H", "H", "C", "H", "H", "O", "O", "H", "H", "H", "O", "H", "H", "P", "O", "H", "H", "H", "H", "H", "O", "H", "C", "C", "C", "H", "H", "H", "H", "H", "O", "H", "C", "H", "H", "H", "Cl", "H", "H", "C", "H", "H", "H", "H", "H", "H", "H", "H", "H", "H", "O", "O", "O", "H", "O", "H", "H", "O", "H", "H", "O", "C", "Cl", "O", "O", "H", "H", "H", "H", "H", "H", "C", "O", "H", "H", "C", "C", "H", "H", "H", "O", "O", "H", "C", "O", "O", "H", "H", "H", "C", "C", "C", "H", "C", "O", "C", "N", "H", "H", "C", "H", "H", "C", "O", "H", "O", "H", "O", "H"],
  "xyz": [[2.72, 3.26, 2.43], [-0.27, -2.53, -3.16], [-0.73, -5.49, -5.12], [-1.32, 1.21, -7.41], [0.92, 5.25, -6.35], [-3.32, 4.10, 3.08], [2.57, 0.02, 3.14], [1.52, -0.34, 1.28], [-4.86, -0.95, -0.68], [-0.59, 7.75, -4.83], [-3.20, -0.50, 0.61], [-3.60, 0.75, -0.68], [-8.41, 4.70, 3.66], [2.94, -4.00, 0.32], [0.33, -1.71, -3.08], [0.74, -1.14, -7.24], [1.74, -4.22, -0.92], [-0.50, 6.31, -5.31], [-2.50, -0.98, -1.29], [-4.42, -4.10, 2.65], [-0.53, -4.62, 1.38], [-5.12, 2.79, 2.85], [0.80, -2.79, 3.77], [1.47, -8.76, -1.68], [-3.45, 5.54, 3.57], [0.31, -2.05, -0.52], [3.77, -1.31, 2.20], [-5.87, 0.03, -0.58], [-7.76, 3.66, 2.75], [1.21, -9.40, -1.01], [1.84, 5.47, -6.17], [6.11, -0.81, -2.12], [1.87, -3.90, 0.11], [-1.85, 0.99, -8.18], [-5.10, 6.70, 2.67], [-1.65, -0.90, -5.33], [-4.72, 7.53, 2.99], [-4.80, -3.06, -0.14], [-0.38, -4.04, -4.81], [-6.10, 0.09, 0.36], [-6.44, 4.00, 1.30], [-0.28, 4.75, 3.10], [-4.53, -2.01, 1.23], [-0.55, -3.14, -1.73], [-1.13, 6.98, -5.00], [-2.61, -0.89, -5.41], [2.03, -4.26, 5.01], [-6.46, 3.32, 0.61], [-1.75, 3.81, -0.03], [-1.48, -0.41, -4.51], [2.37, 5.29, 5.21], [-1.87, 0.90, 1.09], [1.17, -5.01, 0.99], [0.50, 0.18, 0.46], [-0.13, -0.71, -0.43], [3.68, 2.56, -3.47], [1.74, -5.11, 1.92], [4.33, 0.76, 2.03], [6.94, 0.42, -1.81], [2.98, 5.75, 4.63], [-4.23, -4.54, 1.81], [4.44, 1.58, -0.22], [2.49, -2.39, 3.49], [4.41, 2.84, 2.83], [2.00, -6.29, -0.57], [0.98, -9.04, -2.46], [-1.46, 2.67, 2.55], [-1.94, -3.18, -1.46], [0.25, -6.47, -0.33], [1.20, -6.33, 0.17], [5.57, 4.85, 7.40], [0.68, 2.17, 1.31], [-0.63, 3.72, -2.99], [1.37, -7.14, 0.88], [0.64, 4.78, -5.55], [3.17, -5.07, 5.61], [-6.16, -2.17, 0.60], [6.39, 5.97, 6.79], [-0.06, -1.35, -6.75], [4.06, 3.28, 1.18], [-8.54, 3.81, 3.31], [0.13, 5.56, 3.41], [2.23, -5.10, 5.43], [-0.78, -10.57, 0.19], [0.06, -4.16, -8.71], [4.33, 2.85, 5.86], [-3.28, -4.51, 1.74], [-1.14, 0.49, -2.24], [1.48, 1.28, 2.72], [-0.13, -4.48, -1.64], [-0.10, -10.85, -0.43], [-5.11, -2.11, 0.31], [0.53, 2.56, -0.96], [3.28, -2.34, 4.38], [-5.11, 1.82, 2.88], [3.50, -2.97, 1.70], [1.63, 5.06, 4.65], [3.06, -2.08, -1.85], [4.36, 1.04, 5.04], [-2.26, 2.39, -1.02], [-0.50, 5.93, 4.05], [-1.40, 1.86, 0.93], [-0.63, 4.11, -3.87], [2.55, 2.05, -2.59], [-4.84, -1.42, -1.67], [2.19, 0.57, 2.28], [3.62, 2.78, 2.05], [-5.38, 7.86, 3.61], [-3.18, 2.88, 0.38], [-5.93, 1.59, 3.33], [4.51, 0.32, 4.42], [6.19, -0.09, -1.49], [0.70, -0.18, -7.33], [-2.15, 2.79, -0.02], [-3.97, 4.75, 3.38], [3.87, -1.92, -2.33], [3.95, -0.40, 4.75], [3.66, 0.01, -0.16], [-5.72, 4.58, 1.03], [3.00, -2.07, 2.05], [3.53, 1.07, 0.11], [-1.28, -0.32, -1.37], [3.91, -0.96, -2.42], [-3.46, -0.30, -0.44], [4.59, 3.25, 5.02], [1.36, -2.48, 0.28], [1.91, -1.62, 1.17], [5.52, 3.48, 5.15], [-0.15, -4.62, -7.89], [0.11, 1.65, 0.55], [2.71, 1.52, -0.42], [0.98, -3.91, -8.61], [3.46, 1.29, 1.64], [3.51, 2.11, -2.64], [-0.38, -11.73, -0.71], [6.37, 5.01, 6.89], [-1.62, 0.60, -6.72], [-0.21, -4.75, -5.45], [-1.01, 3.43, -4.44]],
  "spin_multiplicity": 1,
  "total_charge": 1
}

{
  "formula": "C21H8Cl7F5InO7S",
  "method": "wB97M-V/def2-TZVPD",
  "symbols": ["F", "C", "H", "C", "F", "C", "C", "H", "Cl", "O", "C", "C", "C", "O", "In", "C", "O", "C", "C", "H", "F", "C", "Cl", "Cl", "Cl", "O", "C", "H", "C", "O", "Cl", "F", "Cl", "S", "C", "C", "O", "O", "C", "F", "H", "C", "C", "Cl", "H", "H", "C", "C", "C", "H"],
  "xyz": [[2.84, -3.16, 2.38], [-3.50, 2.80, 1.32], [3.87, 2.06, -0.42], [0.25, -0.94, 3.65], [-0.82, -1.04, 5.76], [1.94, -2.63, 3.21], [0.07, -1.53, 4.90], [3.27, -1.35, -5.15], [5.71, 3.19, -2.29], [-1.49, -2.67, 2.11], [-5.11, 3.65, -0.24], [-4.03, 1.53, -0.60], [4.48, 1.95, -2.47], [-3.53, -1.49, 2.25], [-1.81, 0.13, 1.09], [1.74, -3.19, 4.46], [-0.38, -0.06, -0.33], [0.80, -2.63, 5.31], [-3.29, 1.65, 0.57], [1.30, -1.68, -1.08], [1.44, -1.01, 1.62], [-0.23, -0.22, -1.61], [-2.81, -2.54, 1.53], [-4.61, 5.21, 1.91], [-2.61, 3.01, 2.79], [1.65, -0.99, -3.01], [0.76, -1.35, -1.96], [2.05, -0.14, -5.51], [3.33, 0.38, -3.87], [-3.52, -3.77, 1.54], [-3.84, 0.12, -1.57], [0.60, -3.16, 6.52], [-6.21, 4.88, -0.74], [-0.70, 0.49, 3.25], [2.75, 0.60, -1.53], [3.09, -0.27, -5.20], [-2.64, -2.02, 0.16], [-0.77, 0.41, -2.49], [-4.39, 3.80, 0.94], [2.45, -4.26, 4.84], [0.17, -2.17, -2.36], [1.21, -1.52, 2.83], [-4.93, 2.51, -1.02], [-5.83, 2.33, -2.48], [3.74, 0.15, -5.96], [4.90, 1.66, -4.55], [4.29, 1.36, -3.70], [2.56, 0.00, -2.76], [3.72, 1.59, -1.38], [2.14, 0.34, -0.68]],
  "de_lowest_kcal_mol": 21.7,
  "spin_multiplicity": 1,
  "total_charge": -1
}

{
  "formula": "C22H10F2",
  "method": "wB97M-V/def2-TZVPD",
  "symbols": ["C", "H", "C", "H", "C", "H", "C", "C", "C", "C", "C", "C", "C", "H", "C", "H", "C", "H", "C", "C", "H", "C", "C", "H", "C", "H", "F", "H", "C", "C", "C", "C", "F", "C"],
  "xyz": [[-0.12, -0.48, 0.21], [2.36, 2.46, -4.02], [-0.44, -1.69, 0.71], [-0.32, -3.81, 0.46], [0.60, -0.35, -0.94], [0.37, 4.29, -0.75], [-0.58, 0.58, 0.93], [-1.27, -0.02, 2.05], [-1.16, -1.42, 1.92], [1.85, 2.35, -3.09], [-1.71, -2.34, 2.82], [0.73, -2.76, -1.09], [0.40, 2.07, -0.70], [-2.87, -2.44, 4.63], [1.43, 3.50, -2.43], [2.21, -2.22, -3.22], [-2.53, -0.37, 4.07], [2.59, 0.09, -4.18], [-0.34, 1.90, 0.52], [1.82, -1.33, -2.74], [1.62, 4.52, -2.78], [0.69, 3.36, -1.24], [2.03, -0.06, -3.28], [1.07, -3.63, -1.61], [1.08, -1.49, -1.59], [-1.62, -3.41, 2.65], [-1.99, 1.81, 3.40], [-3.10, 0.02, 4.91], [0.01, -2.87, 0.10], [-1.96, 0.51, 3.15], [0.83, 0.94, -1.42], [-2.43, -1.78, 3.90], [-0.81, 2.98, 1.25], [1.57, 1.07, -2.60]],
  "spin_multiplicity": 1,
  "total_charge": 0
}

| no. | total energy (Ha) | HOMO (hartree) |
| --- | --- | --- |
| 1 | -5322.6116 | -0.428 |
| 2 | -5640.6209 | -0.232 |
| 3 | -1044.1203 | -0.276 |